[1]
{
  "formula": "C14H31CaN2O8",
  "method": "wB97M-V/def2-TZVPD",
  "molar_mass_g_mol": 395.5,
  "orbital_gap_ha": 0.0795,
  "spin_multiplicity": 1,
  "energy_ev": -52809.804,
  "homo_energy_ev": -4.43,
  "relative_energy_kj_mol": 1330.2,
  "lumo_ev": -2.266,
  "charge": -1,
  "symbols": ["Ca", "C", "C", "O", "O", "H", "H", "H", "C", "C", "O", "O", "H", "H", "H", "C", "C", "O", "O", "H", "H", "H", "C", "C", "C", "O", "C", "N", "H", "H", "H", "H", "H", "H", "H", "H", "H", "H", "H", "C", "C", "C", "O", "C", "N", "H", "H", "H", "H", "H", "H", "H", "H", "H", "H", "H"],
  "positions_angstrom": [[1.534, 0.874, -0.324], [-4.366, 5.993, -1.471], [-2.974, 5.690, -1.009], [-2.520, 4.577, -1.172], [-2.368, 6.633, -0.527], [-4.358, 6.448, -2.461], [-4.888, 6.650, -0.775], [-5.040, 5.141, -1.376], [2.493, 3.320, 6.532], [2.422, 2.970, 5.177], [2.349, 3.714, 4.230], [2.253, 1.806, 4.872], [2.437, 4.389, 6.741], [3.486, 3.045, 6.886], [1.750, 2.758, 7.098], [6.612, 5.494, -4.524], [5.598, 5.029, -3.386], [5.323, 3.786, -3.341], [4.914, 5.924, -2.795], [6.981, 6.489, -4.275], [6.147, 5.568, -5.507], [7.496, 4.869, -4.653], [-3.648, -3.206, 3.673], [-3.844, -2.929, 2.179], [-5.333, -2.832, 1.642], [-5.881, -1.634, 2.199], [-6.965, -1.136, 1.432], [-3.068, -1.788, 1.908], [-4.369, -2.574, 4.192], [-2.703, -3.216, 4.216], [-4.196, -4.142, 3.780], [-3.285, -3.767, 1.762], [-5.816, -3.690, 2.109], [-5.353, -2.933, 0.557], [-6.688, -0.836, 0.422], [-7.372, -0.355, 2.075], [-7.774, -1.863, 1.356], [-2.634, -1.733, 2.819], [-3.847, -1.180, 2.114], [1.658, -4.535, -4.206], [2.039, -3.718, -2.983], [3.483, -3.762, -2.251], [3.433, -2.882, -1.124], [4.561, -3.190, -0.314], [1.568, -2.296, -3.241], [2.272, -4.374, -5.093], [0.596, -4.319, -4.326], [1.792, -5.549, -3.828], [1.302, -4.201, -2.341], [4.211, -3.398, -2.977], [3.558, -4.832, -2.057], [5.554, -3.185, -0.763], [4.478, -4.122, 0.244], [4.644, -2.566, 0.576], [1.762, -2.133, -4.219], [0.584, -2.293, -3.468]],
  "forces_ev_per_angstrom": [[0.129, 0.483, 0.040], [-1.810, -0.102, 0.455], [-0.852, 1.684, 0.042], [0.989, -3.830, -0.652], [1.189, 1.974, 1.051], [-0.148, -0.197, -0.027], [0.502, 0.723, -0.021], [0.223, -0.567, -0.845], [1.022, 1.338, 3.816], [-1.364, -0.318, -2.365], [0.560, 4.563, -2.295], [-0.062, -5.701, 0.303], [-0.348, 0.024, -0.213], [0.049, -0.299, 0.281], [0.094, 0.104, 0.077], [0.138, 0.239, 1.062], [-2.402, 0.317, -0.808], [0.950, 0.486, 0.119], [1.836, -0.966, -0.706], [-0.105, 0.128, 0.041], [-0.425, -0.146, 0.167], [-0.129, -0.380, 0.226], [-3.962, -1.073, 0.489], [0.941, -2.922, 0.089], [1.880, -0.448, 2.228], [0.317, -0.747, -1.259], [-0.430, -0.073, 1.018], [-0.171, 2.205, 0.005], [0.364, 0.656, 0.409], [0.211, 0.032, -0.842], [0.550, -0.716, 0.663], [-0.728, -0.553, -0.908], [-0.496, -0.174, -0.291], [-0.102, 0.487, -0.051], [0.168, 0.323, 0.121], [0.058, 0.458, -0.611], [0.004, -0.400, -0.091], [1.283, 0.957, -0.437], [0.193, 2.019, -0.559], [1.458, -0.623, 0.739], [-0.754, 1.622, 0.563], [-3.196, 0.814, -2.112], [1.058, -1.243, -0.143], [0.276, -0.088, 1.822], [0.407, -0.236, -0.038], [-0.234, 0.067, -0.131], [0.146, -0.304, -0.538], [-0.221, -0.501, -0.779], [0.295, 0.671, 1.173], [0.384, -0.214, 0.136], [0.706, 0.077, 0.646], [-0.249, 0.177, -0.719], [-0.374, -0.790, -0.679], [-0.373, 0.997, -0.441], [1.497, 0.474, -0.395], [-0.946, -0.487, 1.175]],
  "nbo_charge": [1.414, -0.729, 0.739, -0.736, -0.720, 0.208, 0.203, 0.188, -0.713, 0.705, -0.646, -0.683, 0.220, 0.220, 0.225, -0.733, 0.755, -0.778, -0.747, 0.201, 0.204, 0.189, -0.669, -0.059, -0.080, -0.553, -0.247, -0.818, 0.215, 0.228, 0.206, 0.167, 0.173, 0.188, 0.179, 0.202, 0.162, 0.349, 0.359, -0.620, -0.052, -0.072, -0.536, -0.278, -0.851, 0.209, 0.213, 0.210, 0.179, 0.181, 0.181, 0.184, 0.172, 0.195, 0.348, 0.348]
}

=====

[2]
{
  "formula": "C3H5ClN2O2S",
  "method": "wB97M-V/def2-TZVPD",
  "molar_mass_g_mol": 168.6,
  "orbital_gap_ha": [0.2499, 0.2498],
  "spin_multiplicity": 1,
  "energy_ev": -33618.653,
  "homo_energy_ev": [-9.23, -9.23],
  "relative_energy_kj_mol": 476.6,
  "lumo_ev": [-2.434, -2.434],
  "charge": 0,
  "symbols": ["C", "C", "C", "N", "N", "O", "O", "S", "Cl", "H", "H", "H", "H", "H"],
  "positions_angstrom": [[-0.214, 1.256, -0.468], [1.109, -0.305, -0.959], [0.324, 0.027, 0.300], [0.672, 0.941, -1.462], [-2.272, -0.738, 0.069], [-1.155, 1.989, -0.413], [1.456, 0.795, 2.318], [0.342, -0.086, 2.056], [1.050, -2.024, 1.958], [2.337, -0.396, -0.787], [0.657, -1.159, -1.480], [0.466, 1.365, -2.424], [-2.369, -1.694, 0.489], [-2.403, 0.030, 0.803]],
  "forces_ev_per_angstrom": [[-0.116, -1.276, 0.155], [3.269, -1.732, 1.129], [-3.812, 0.010, -0.257], [-1.252, 3.699, -2.877], [2.128, 0.996, 0.900], [0.333, 0.565, 0.427], [0.674, 0.651, 0.951], [0.235, -0.313, -1.293], [0.103, -0.637, 0.339], [-3.283, 0.021, -0.510], [0.571, -0.048, 0.216], [0.899, -1.519, 1.604], [0.233, 1.176, 0.164], [0.017, -1.593, -0.948]],
  "nbo_charge": [0.620, -0.273, -0.175, -0.621, -0.760, -0.556, -0.884, 1.342, -0.249, 0.222, 0.237, 0.421, 0.332, 0.343]
}

=====

[3]
{
  "formula": "C12H36BaNO9",
  "method": "wB97M-V/def2-TZVPD",
  "molar_mass_g_mol": 475.7,
  "orbital_gap_ha": 0.0804,
  "spin_multiplicity": 1,
  "energy_ev": -33620.938,
  "homo_energy_ev": -9.13,
  "relative_energy_kj_mol": 1170.9,
  "lumo_ev": -6.945,
  "charge": 1,
  "symbols": ["Ba", "N", "O", "O", "O", "C", "C", "O", "H", "H", "H", "H", "H", "H", "C", "C", "O", "H", "H", "H", "H", "H", "H", "C", "C", "O", "H", "H", "H", "H", "H", "H", "C", "C", "O", "H", "H", "H", "H", "H", "H", "C", "C", "O", "H", "H", "H", "H", "H", "H", "C", "C", "O", "H", "H", "H", "H", "H", "H"],
  "positions_angstrom": [[-2.324, -5.649, -0.790], [-0.042, 0.277, 1.260], [-0.380, 0.576, 2.390], [0.585, 1.038, 0.597], [-0.539, -0.754, 0.733], [6.561, 6.535, -2.005], [5.334, 5.915, -1.486], [5.503, 4.560, -1.244], [6.359, 7.362, -2.685], [7.050, 5.878, -2.725], [7.271, 6.793, -1.220], [4.599, 5.964, -2.289], [4.956, 6.466, -0.625], [4.707, 4.208, -0.839], [0.441, -3.971, 6.124], [1.056, -4.885, 5.142], [-0.077, -5.427, 4.457], [1.192, -3.209, 6.333], [0.262, -4.474, 7.075], [-0.545, -3.582, 5.872], [1.652, -5.657, 5.629], [1.608, -4.304, 4.402], [-0.508, -6.078, 5.015], [-5.432, 3.707, -3.027], [-4.183, 3.267, -2.261], [-3.012, 3.849, -2.790], [-5.260, 4.665, -3.518], [-6.366, 3.595, -2.476], [-5.623, 3.060, -3.884], [-3.989, 2.199, -2.358], [-4.273, 3.492, -1.198], [-2.284, 3.336, -2.433], [-0.996, -1.627, -6.141], [-2.149, -2.470, -6.620], [-2.525, -3.602, -5.762], [-0.122, -2.258, -5.982], [-1.271, -1.117, -5.218], [-0.637, -0.818, -6.778], [-1.911, -2.949, -7.570], [-2.955, -1.851, -7.015], [-3.255, -4.122, -6.105], [5.107, -3.884, -2.208], [4.260, -4.647, -1.284], [3.355, -5.491, -1.991], [5.721, -3.066, -1.832], [4.441, -3.357, -2.891], [5.747, -4.582, -2.748], [3.580, -3.933, -0.820], [4.875, -5.063, -0.487], [3.781, -5.632, -2.840], [-4.299, 3.322, 6.739], [-4.546, 1.819, 6.765], [-4.783, 1.220, 5.584], [-3.710, 3.577, 5.858], [-3.799, 3.589, 7.670], [-5.251, 3.852, 6.699], [-5.348, 1.660, 7.486], [-3.660, 1.353, 7.197], [-3.949, 1.325, 5.120]],
  "forces_ev_per_angstrom": [[0.381, 0.600, 0.146], [-2.656, -0.421, 0.353], [-0.070, -0.238, 1.887], [2.348, 1.504, -2.000], [0.182, -1.296, -0.425], [1.499, 0.193, -0.928], [-1.619, 0.460, -0.839], [0.710, -1.275, 0.782], [-0.233, 0.555, 0.638], [0.164, -0.541, 0.315], [0.051, 0.151, -0.175], [-0.474, 0.501, -0.015], [-0.089, -0.043, 0.201], [-0.020, -0.012, 0.025], [0.705, 0.840, 2.173], [-1.428, 0.087, -0.545], [0.018, -1.284, -1.416], [-0.454, 0.540, 0.273], [0.106, -0.189, 0.168], [0.462, 0.322, -0.620], [0.252, 0.022, -0.299], [0.188, -0.397, -0.041], [0.081, 0.027, 0.193], [0.369, -0.755, -0.864], [-0.253, -0.545, 0.047], [0.209, 0.665, -0.351], [-0.286, 0.355, 0.649], [0.233, 0.644, 0.385], [0.357, -0.318, -0.160], [-0.736, -0.398, 0.220], [-0.089, 0.150, 0.134], [0.216, 0.194, -0.040], [0.167, -0.417, 1.145], [-0.345, -1.012, -2.368], [0.575, 1.272, 0.936], [0.009, -0.019, 0.291], [0.139, -0.154, 0.260], [-0.602, -0.267, -0.590], [0.754, -0.110, -0.136], [-0.733, 0.153, 1.161], [0.011, 0.469, -0.564], [0.477, 0.787, -1.528], [-1.166, 1.427, 1.430], [0.531, -0.576, 0.062], [0.082, -0.402, 0.640], [0.042, -0.184, -0.474], [0.200, 0.161, -0.297], [0.136, 0.088, 0.532], [-0.296, -0.931, -0.108], [-0.130, -0.368, -0.235], [-0.438, -0.229, -0.170], [0.853, 1.093, 3.084], [-0.663, -0.755, -2.349], [0.204, 0.243, 0.158], [0.148, 0.229, -0.168], [0.062, 0.151, -0.156], [-0.270, -0.414, -0.244], [0.236, -0.076, 0.454], [-0.106, -0.259, -0.638]],
  "nbo_charge": [1.762, 0.718, -0.472, -0.437, -0.573, -0.631, -0.063, -0.722, 0.217, 0.217, 0.208, 0.146, 0.157, 0.471, -0.638, -0.070, -0.755, 0.219, 0.200, 0.227, 0.173, 0.181, 0.462, -0.642, -0.057, -0.720, 0.231, 0.215, 0.200, 0.145, 0.158, 0.470, -0.642, -0.069, -0.772, 0.210, 0.213, 0.245, 0.163, 0.177, 0.476, -0.648, -0.072, -0.734, 0.243, 0.209, 0.201, 0.166, 0.170, 0.466, -0.632, -0.052, -0.700, 0.202, 0.212, 0.205, 0.165, 0.136, 0.465]
}

=====

[4]
{
  "formula": "C17H19N3ORu",
  "method": "wB97M-V/def2-TZVPD",
  "molar_mass_g_mol": 382.4,
  "orbital_gap_ha": [0.1466, 0.1468],
  "spin_multiplicity": 1,
  "energy_ev": -26989.031,
  "homo_energy_ev": [-22.38, -22.38],
  "lumo_ev": [-18.390, -18.384],
  "charge": 4,
  "symbols": ["Ru", "N", "C", "C", "C", "C", "C", "C", "C", "C", "N", "C", "H", "H", "H", "H", "H", "H", "H", "H", "O", "C", "C", "C", "C", "C", "C", "C", "C", "N", "H", "H", "H", "H", "H", "H", "H", "H", "H", "H", "H"],
  "positions_angstrom": [[-0.338, 0.162, 0.169], [1.194, -1.020, -0.588], [1.975, -1.639, 0.485], [3.239, -2.179, 0.302], [3.844, -2.811, 1.382], [3.184, -2.899, 2.648], [1.907, -2.315, 2.842], [1.200, -2.348, 4.059], [-0.048, -1.725, 4.128], [-0.544, -1.065, 3.015], [0.120, -1.030, 1.831], [1.315, -1.661, 1.748], [0.812, -1.767, -1.181], [1.812, -0.486, -1.212], [3.742, -2.143, -0.659], [4.825, -3.263, 1.269], [3.675, -3.422, 3.465], [1.615, -2.847, 4.930], [-0.629, -1.737, 5.043], [-1.497, -0.550, 3.056], [-1.824, -0.716, -0.738], [-3.010, 0.050, -1.366], [-2.706, 0.350, -2.807], [-1.311, 0.949, -3.059], [-0.954, 2.099, -2.164], [-1.062, 3.420, -2.561], [-0.715, 4.459, -1.699], [-0.250, 4.171, -0.415], [-0.170, 2.850, -0.057], [-0.510, 1.840, -0.902], [-1.808, -1.640, -1.045], [-3.101, 0.923, -0.723], [-3.864, -0.608, -1.210], [-3.489, 1.043, -3.134], [-2.827, -0.543, -3.423], [-1.261, 1.283, -4.094], [-0.545, 0.173, -2.966], [-1.412, 3.638, -3.563], [-0.803, 5.489, -2.026], [0.035, 4.949, 0.281], [0.186, 2.568, 0.942]],
  "forces_ev_per_angstrom": [[0.355, -0.694, 1.115], [0.087, -0.015, -0.039], [-1.091, 0.376, 0.565], [0.614, -0.377, 0.340], [-0.217, 0.126, -0.020], [-0.257, 0.184, -0.084], [0.683, -0.240, -0.054], [0.537, -0.244, -0.106], [-0.804, 0.500, -0.380], [-0.213, -0.018, 1.179], [-0.336, 0.663, -1.819], [0.652, -0.012, -0.843], [-0.022, -0.020, -0.016], [0.018, -0.044, -0.009], [0.009, 0.001, -0.006], [-0.019, 0.005, -0.006], [-0.027, -0.030, -0.014], [0.029, 0.010, 0.043], [-0.039, -0.035, -0.007], [0.015, 0.011, 0.013], [-0.087, -0.205, -0.018], [0.001, -0.013, 0.071], [0.046, -0.019, -0.013], [-0.023, 0.003, 0.010], [0.123, -0.026, 0.033], [0.011, 0.061, 0.034], [0.001, -0.014, -0.020], [0.005, -0.018, -0.031], [0.000, -0.017, 0.037], [0.002, 0.065, 0.067], [-0.006, 0.046, -0.012], [-0.003, 0.006, -0.008], [-0.002, 0.010, -0.010], [-0.013, 0.014, 0.014], [0.007, 0.001, -0.002], [-0.002, -0.008, -0.007], [0.009, -0.025, 0.011], [-0.014, 0.004, 0.003], [-0.004, -0.006, -0.007], [0.001, -0.001, 0.000], [-0.027, -0.005, -0.002]],
  "nbo_charge": [1.285, -0.727, 0.238, -0.159, -0.068, 0.096, -0.186, 0.141, -0.181, 0.120, -0.394, 0.179, 0.448, 0.460, 0.298, 0.309, 0.296, 0.299, 0.316, 0.269, -0.659, -0.049, -0.458, -0.451, 0.250, -0.187, -0.019, -0.191, 0.003, -0.480, 0.549, 0.214, 0.271, 0.295, 0.270, 0.299, 0.205, 0.287, 0.294, 0.297, 0.222]
}